Here is C31H44AlAsCl2N3O2PS2 as an isolated structure from the OMol25 dataset. Energies are from the ωB97M-V functional and the def2-TZVPD basis.

```
87
Properties=species:S:1:pos:R:3:forces:R:3:lowdin_charge:R:1
Al -0.6118 -0.0342 0.1027 0.635 -0.026 -0.051 -0.336
Cl -5.0290 1.5909 -0.9033 -0.073 -0.029 -0.044 0.710
C -3.8205 2.3439 0.0736 0.169 -0.179 0.011 -0.586
C -4.0731 3.6029 0.6325 0.158 0.176 0.157 -0.118
C -3.1399 4.2224 1.4211 -0.173 -0.049 -0.094 -0.613
Cl -3.5014 5.7693 2.1263 -0.015 0.060 0.017 0.681
C -1.8935 3.6120 1.6765 0.105 -0.197 -0.081 -0.165
C -0.8755 4.1350 2.5006 0.081 -0.057 0.011 -0.008
C 0.2790 3.4210 2.6799 -0.075 0.142 0.032 -0.027
C 0.4403 2.1924 2.0234 -0.062 -0.161 -0.180 -0.070
N -0.4802 1.6867 1.2388 0.018 0.261 0.149 0.100
C -1.6462 2.3570 1.0752 -0.147 0.294 0.208 -0.119
C -2.6237 1.6719 0.2869 -0.175 -0.041 -0.171 -0.349
O -2.3389 0.4925 -0.1687 -0.390 0.235 -0.164 -0.046
H -5.0208 4.0875 0.4438 -0.014 -0.027 -0.021 0.107
H -1.0305 5.0857 2.9919 0.038 0.015 -0.006 0.094
H 1.0725 3.7867 3.3163 -0.009 0.021 0.001 0.108
H 1.3345 1.6021 2.1547 0.044 0.025 0.024 0.096
S -0.9314 -2.4032 -0.5519 -0.456 -0.140 -0.240 0.757
C 0.5712 -2.3160 0.1918 0.674 -0.407 0.263 -1.081
N 1.0721 -1.1675 0.5917 -0.243 -0.355 0.191 -0.005
C 2.3115 -1.3014 1.1801 0.305 -0.126 -0.008 -0.284
C 3.1593 -0.2717 1.5858 -0.081 -0.052 0.019 -0.017
C 4.3531 -0.5896 2.2102 0.017 0.091 -0.024 -0.085
C 4.7409 -1.9142 2.3984 0.034 -0.074 0.005 -0.097
C 3.9555 -2.9496 1.9171 0.037 0.031 -0.044 -0.094
C 2.7547 -2.6323 1.3025 -0.200 0.026 -0.083 -0.468
S 1.5967 -3.7034 0.5508 -0.022 0.280 0.065 1.025
H 2.9007 0.7530 1.3606 -0.003 0.013 0.061 0.094
H 5.0080 0.2062 2.5416 -0.005 0.003 -0.020 0.103
H 5.6764 -2.1322 2.8966 -0.001 -0.021 -0.029 0.101
H 4.2758 -3.9806 1.9945 0.015 0.016 0.054 0.107
C -3.0391 -2.9556 2.4286 0.150 0.124 0.075 -0.189
As -1.7290 -1.7051 3.0922 -0.232 -0.249 0.389 1.048
C -2.6003 -0.6984 4.4964 0.093 -0.102 -0.159 -0.190
C -0.2561 -2.6377 3.9346 -0.223 0.036 -0.111 -0.177
O -1.2151 -0.6257 1.9670 0.217 0.278 -0.192 -0.414
H -3.3462 -3.6350 3.2227 0.007 0.025 0.019 0.042
H -2.6220 -3.5038 1.5881 0.067 0.013 -0.016 0.008
H -3.8880 -2.3656 2.0856 -0.006 -0.017 -0.011 0.050
H -2.9437 -1.3478 5.3004 0.020 -0.044 -0.028 0.039
H -3.4482 -0.1734 4.0597 0.012 -0.003 -0.027 0.043
H -1.8931 0.0312 4.8870 0.022 -0.009 -0.017 0.041
H -0.6052 -3.1229 4.8459 -0.012 0.017 -0.014 0.040
H 0.5131 -1.9053 4.1744 -0.019 0.027 -0.025 0.047
H 0.1524 -3.3843 3.2581 0.020 0.000 -0.112 0.021
C -1.8670 0.0416 -3.6992 -0.046 0.038 -0.008 -0.084
C -1.0037 1.3033 -3.8548 0.237 -0.002 0.172 -0.575
C -0.7658 1.5643 -5.3442 0.048 -0.008 0.034 -0.082
C -1.7909 2.4852 -3.2745 -0.045 -0.002 0.016 -0.086
P 0.5538 1.1189 -2.7545 0.217 0.007 -0.052 0.909
N 0.2980 0.6017 -1.3281 -0.461 0.226 -0.242 -0.132
C 1.7555 -0.0648 -3.6574 -0.187 0.195 0.078 -0.584
C 2.4606 0.5139 -4.8861 -0.006 -0.024 0.032 -0.083
C 0.9407 -1.2902 -4.0894 -0.011 -0.018 0.004 -0.094
C 2.7779 -0.5732 -2.6331 0.002 -0.030 0.040 -0.088
C 1.3817 2.8505 -2.6472 -0.112 -0.294 -0.022 -0.579
C 1.4875 3.6451 -3.9491 0.016 0.010 0.063 -0.083
C 2.7869 2.6228 -2.0743 -0.033 0.009 0.005 -0.100
C 0.6122 3.6717 -1.6018 -0.047 0.001 0.056 -0.093
H -2.9093 0.2801 -3.9273 0.004 0.064 -0.022 0.085
H -1.8320 -0.3315 -2.6800 -0.041 -0.071 0.148 0.044
H -1.5588 -0.7529 -4.3757 -0.056 0.029 0.076 0.062
H -1.7352 1.7379 -5.8215 0.001 0.018 -0.019 0.091
H -0.3086 0.7099 -5.8424 -0.037 0.023 -0.019 0.061
H -0.1423 2.4418 -5.5187 -0.096 -0.106 -0.078 0.057
H -2.8141 2.4719 -3.6596 0.014 -0.039 -0.027 0.087
H -1.3496 3.4434 -3.5493 -0.051 -0.055 0.007 0.060
H -1.8410 2.4218 -2.1879 -0.075 0.024 0.041 0.065
H 1.7526 0.9447 -5.5946 0.118 -0.027 -0.009 0.058
H 2.9977 -0.2891 -5.4002 0.012 -0.009 0.001 0.088
H 3.1927 1.2770 -4.6236 0.000 -0.013 -0.020 0.061
H 0.2954 -1.0745 -4.9392 0.035 -0.043 0.025 0.057
H 0.3351 -1.6663 -3.2625 -0.025 -0.026 -0.029 0.060
H 1.6236 -2.0876 -4.3960 0.052 0.029 0.011 0.086
H 3.5437 0.1601 -2.3930 -0.003 0.007 0.029 0.060
H 3.2842 -1.4576 -3.0316 -0.016 0.011 -0.060 0.086
H 2.2625 -0.8517 -1.7119 0.058 0.012 -0.023 0.055
H 2.0108 3.0944 -4.7301 -0.011 0.071 -0.002 0.061
H 2.0479 4.5650 -3.7545 0.009 0.016 -0.016 0.088
H 0.5068 3.9344 -4.3272 0.090 0.050 0.020 0.058
H 3.4644 2.1909 -2.8080 0.024 -0.027 0.040 0.057
H 2.7327 1.9671 -1.2028 0.066 0.008 -0.004 0.069
H 3.2151 3.5793 -1.7603 -0.045 0.029 -0.025 0.082
H -0.2574 4.1742 -2.0219 0.036 -0.013 0.059 0.066
H 1.2661 4.4412 -1.1810 0.031 0.014 -0.051 0.083
H 0.2834 3.0198 -0.7914 0.032 0.068 -0.007 0.048
```
Forces are in eV/Å.

The HOMO energy comes out at -7.2 eV. For the relative energy (zero: lowest compared OMol25 entry of this formula, charge and spin), the calculation gives 2.2 kcal per mole. As for the charge: 0. As for the spin multiplicity: 1. For the LUMO energy, the calculation gives -0.0017 Ha. As for the HOMO-LUMO gap: 7.1 eV. As for the total energy: -6058.9679 a.u.